{"formula": "C4H12NS", "method": "ωB97M-V with the def2-TZVPD basis set", "lumo_energy_ev": -9.55, "total_charge": 1, "max_force_ev_per_a": 6.65, "total_energy_ev": -16653.73639, "relative_energy_kcal_mol": 182.7, "homo_lumo_gap_ev": 3.52, "species": ["C", "C", "C", "C", "S", "N", "H", "H", "H", "H", "H", "H", "H", "H", "H", "H", "H", "H"], "coordinates": [[2.94, -0.78, 0.41], [1.77, -0.61, 1.34], [1.81, -0.74, 2.68], [-1.13, 0.13, -0.52], [0.36, 0.41, -1.47], [-4.86, 0.86, -0.27], [3.11, 0.20, -0.14], [2.71, -1.43, -0.40], [3.84, -1.07, 0.92], [0.77, -0.37, 0.78], [0.90, -0.61, 3.24], [2.70, -0.98, 3.19], [-1.61, -0.59, -1.10], [-1.62, 1.16, -0.50], [-0.14, 0.90, -2.66], [-5.52, 0.11, -0.05], [-3.95, 0.49, -0.46], [-5.24, 1.54, -0.96]], "nbo_charge": [-0.67, -0.12, -0.31, -0.14, 0.19, -1.05, 0.22, 0.23, 0.25, 0.13, 0.21, 0.22, 0.25, 0.23, 0.23, 0.38, 0.33, 0.39]}